21
Properties=species:S:1:pos:R:3:forces:R:3:mulliken_charge:R:1 method="wB97M-V/def2-TZVPD" gap_ev=11.308 largest_force_ha_per_bohr=0.03157 de_lowest_kcal_mol=14.3 total_energy_ev=-14560.8421 e_lumo_ev=0.277
O -1.223245 -2.245521 -1.059156 -0.3 1.1 0.0 -0.743
H -0.649161 -2.699894 -1.671442 0.2 -0.2 -0.2 0.304
H -1.267280 -1.280743 -1.370792 0.1 -1.1 0.3 0.442
O 1.465736 0.607085 -1.347830 0.9 0.8 -0.8 -0.723
H 1.806291 1.256152 -2.008950 -0.3 -0.9 0.6 0.307
H 1.349537 1.159739 -0.551308 -0.2 0.0 -0.1 0.378
O 2.618947 -1.012184 0.677013 -0.1 0.9 1.2 -0.748
H 2.622484 -0.185789 1.230349 0.1 -1.2 -0.9 0.325
H 2.429092 -0.719414 -0.224063 0.0 0.3 -0.1 0.395
O -0.150496 -1.430164 1.429009 -0.1 -0.2 -0.1 -0.740
H -0.575064 -1.858428 0.647705 0.3 0.1 0.2 0.399
H 0.804368 -1.424505 1.246139 0.0 -0.1 -0.1 0.380
O -1.377227 0.411959 -1.353598 0.5 0.6 1.1 -0.771
H -1.881228 0.444333 -0.503206 0.4 0.1 -0.7 0.389
H -0.478033 0.747690 -1.064665 -1.3 -0.7 -0.7 0.472
O 0.197169 2.244440 0.249834 -0.6 0.9 0.2 -0.725
H -0.412179 2.012931 0.995142 0.2 0.2 -0.8 0.320
H -0.329372 2.767577 -0.396914 0.4 -0.5 0.9 0.334
O -1.630015 0.721024 1.451495 -0.9 0.4 0.5 -0.739
H -2.350175 0.472943 2.049555 0.2 0.3 -0.2 0.271
H -0.970159 0.010775 1.575692 0.4 -0.7 -0.1 0.474